No. 1
Computed, not measured: a structure of composition C14H29BI4O3 at a distorted geometry, with ωB97M-V/def2-TZVPD.

The geometry in XYZ format:
```
51
C14H29BI4O3, DFT ωB97M-V/def2-TZVPD
C 1.469 -0.109 -2.739
C 0.043 -0.201 -2.298
I -0.330 0.632 -0.393
C -0.924 -0.752 -2.961
I -0.422 -1.704 -4.801
B -2.454 -0.855 -2.561
O -2.825 -1.831 -1.687
C -3.665 0.023 -3.127
I -3.417 0.577 -5.207
C -4.053 1.279 -2.308
C -4.255 0.999 -0.836
I -2.756 2.998 -2.616
H 1.509 0.649 -3.514
H 2.080 0.240 -1.917
H 1.833 -1.050 -3.119
H -2.314 -1.781 -0.861
H -4.545 -0.609 -3.112
H -5.001 1.613 -2.695
H -3.376 0.644 -0.323
H -4.647 1.898 -0.382
H -5.034 0.249 -0.721
C 1.584 -4.500 -2.049
C 2.856 -4.269 -1.249
O 2.927 -2.991 -0.645
C 1.907 -2.689 0.290
C 1.875 -3.618 1.491
H 1.444 -3.707 -2.786
H 1.634 -5.457 -2.569
H 0.699 -4.514 -1.410
H 3.716 -4.328 -1.917
H 2.991 -5.056 -0.498
H 0.931 -2.660 -0.211
H 2.109 -1.674 0.633
H 1.610 -4.638 1.208
H 1.137 -3.273 2.216
H 2.853 -3.655 1.973
C 0.283 4.144 1.882
C -0.287 3.319 3.023
O 0.628 2.381 3.559
C 1.812 2.916 4.121
C 1.569 3.853 5.292
H 0.689 3.492 1.106
H -0.493 4.773 1.445
H 1.091 4.796 2.218
H -1.131 2.736 2.652
H -0.681 3.966 3.815
H 2.414 3.408 3.349
H 2.389 2.057 4.464
H 1.051 4.763 4.983
H 2.517 4.149 5.742
H 0.955 3.367 6.051
```

Results
Gap between HOMO and LUMO, eV: 8.5
Total charge: 0
Highest occupied orbital energy, eV: -8.68

Results of the natural (NBO) charge analysis, in e, for atoms 1 through 4: -0.68, -0.11, 0.14, -0.56

***

No. 2
Computed, not measured: a structure of composition C33H50BN7O2PbS3 at a distorted geometry, with ωB97M-V/def2-TZVPD.

The geometry in XYZ format:
```
97
C33H50BN7O2PbS3, DFT ωB97M-V/def2-TZVPD
Pb 0.000 0.000 0.000
C 0.335 -4.311 -2.933
C 1.369 -3.281 -2.519
C 2.701 -3.524 -2.859
C 3.696 -2.615 -2.504
N 3.338 -1.498 -1.821
N 2.081 -1.204 -1.480
B 1.968 0.186 -0.782
N 1.743 1.424 -1.697
N 2.710 1.557 -2.605
C 2.779 2.571 -3.502
C 1.764 3.533 -3.488
C 0.713 3.437 -2.571
C -0.364 4.505 -2.613
C 0.693 2.357 -1.646
S -0.443 2.260 -0.715
C 3.970 2.596 -4.466
C 5.271 2.675 -3.642
C 3.968 1.294 -5.291
C 3.943 3.794 -5.443
N 2.718 0.416 0.565
N 3.913 0.981 0.386
C 4.782 1.260 1.390
C 4.401 0.947 2.698
C 3.151 0.379 2.952
C 2.786 0.083 4.395
C 2.277 0.106 1.863
S 0.948 -0.442 2.165
C 6.128 1.899 1.025
C 5.860 3.252 0.337
C 7.042 2.146 2.247
C 6.872 0.969 0.049
C 1.039 -2.089 -1.816
S -0.372 -1.866 -1.467
C 5.159 -2.849 -2.890
C 5.663 -4.168 -2.269
C 5.285 -2.917 -4.427
C 6.053 -1.698 -2.382
H 0.789 -5.167 -3.476
H -0.415 -3.842 -3.606
H -0.178 -4.713 -2.034
H 2.960 -4.422 -3.404
H 1.774 4.359 -4.184
H -0.173 5.265 -3.401
H -0.408 5.033 -1.637
H -1.350 4.039 -2.824
H 5.357 1.812 -2.949
H 5.292 3.609 -3.040
H 6.162 2.669 -4.307
H 4.030 0.404 -4.629
H 4.836 1.265 -5.984
H 3.036 1.218 -5.892
H 3.972 4.757 -4.888
H 3.032 3.767 -6.078
H 4.826 3.768 -6.118
H 5.058 1.150 3.531
H 3.597 0.364 5.100
H 2.591 -1.003 4.518
H 1.877 0.655 4.680
H 5.326 3.939 1.029
H 5.234 3.119 -0.571
H 6.814 3.734 0.030
H 6.560 2.839 2.971
H 8.003 2.606 1.931
H 7.280 1.190 2.762
H 6.273 0.806 -0.871
H 7.066 -0.018 0.523
H 7.846 1.410 -0.254
H 5.078 -5.038 -2.634
H 5.581 -4.131 -1.161
H 6.728 -4.343 -2.536
H 4.689 -3.753 -4.848
H 6.344 -3.073 -4.728
H 4.929 -1.971 -4.889
H 5.999 -1.626 -1.274
H 5.730 -0.728 -2.819
H 7.114 -1.865 -2.666
O -1.412 0.992 1.073
C -2.579 1.270 0.807
C -3.249 0.800 -0.463
C -3.690 1.959 -1.350
C -5.032 2.565 -0.944
C -5.027 3.267 0.413
C -4.718 2.335 1.578
N -3.312 2.018 1.678
H -4.080 0.131 -0.216
H -2.512 0.200 -1.010
H -3.791 1.585 -2.376
H -2.921 2.741 -1.372
H -5.805 1.786 -0.953
H -5.324 3.297 -1.707
H -6.023 3.698 0.570
H -4.317 4.102 0.396
H -5.288 1.403 1.505
H -4.992 2.824 2.518
H -2.807 2.280 2.516
O -1.225 -1.200 0.553
```

Results
Gap between HOMO and LUMO, eV: 5.5
Total charge: 0
Energy above the lowest of the compared OMol25 structures with the same formula, charge and spin, kJ/mol: 1107.9
Highest occupied orbital energy, eV: -5.63

Results of the Löwdin charge analysis, in e, for atoms 1 through 4: 0.76, -0.08, -0.25, 0.02

***

No. 3
Computed, not measured: a cluster of 3 separate species, C10H29BFN2O2S in total, with ωB97M-V/def2-TZVPD.

The geometry in XYZ format:
```
46
C10H29BFN2O2S, DFT ωB97M-V/def2-TZVPD
C 0.317 2.750 -0.735
C 0.008 2.023 0.578
F 0.308 2.946 1.636
B 0.783 0.588 0.774
S -0.479 -0.853 1.255
H -0.513 2.621 -1.435
H 0.489 3.814 -0.567
H 1.211 2.342 -1.205
H -1.074 1.871 0.651
H 1.326 0.250 -0.269
H 1.568 0.651 1.698
H -1.345 -0.747 0.245
C 2.349 1.992 -6.380
C 2.490 3.232 -5.504
C 3.389 3.031 -4.277
O 2.794 2.301 -3.236
C 2.839 0.891 -3.341
N 1.157 3.719 -5.145
H 1.675 1.263 -5.930
H 1.933 2.265 -7.349
H 3.315 1.509 -6.542
H 2.970 4.011 -6.109
H 3.605 4.017 -3.854
H 4.349 2.578 -4.565
H 3.774 0.561 -3.809
H 1.993 0.496 -3.908
H 2.779 0.493 -2.329
H 1.240 4.610 -4.665
H 0.772 3.089 -4.445
C -2.385 -4.962 5.081
C -1.663 -3.796 4.412
C -2.152 -2.417 4.873
O -3.426 -2.050 4.377
C -4.529 -2.543 5.098
N -1.712 -3.952 2.960
H -3.376 -5.114 4.653
H -1.824 -5.884 4.928
H -2.497 -4.802 6.156
H -0.608 -3.855 4.700
H -1.463 -1.662 4.491
H -2.156 -2.354 5.972
H -4.318 -2.585 6.173
H -4.836 -3.538 4.762
H -5.360 -1.857 4.932
H -1.080 -3.271 2.544
H -2.638 -3.671 2.650
```

Results
Gap between HOMO and LUMO, eV: 6.9
Total charge: -1
Highest occupied orbital energy, eV: -4.07

Results of the natural (NBO) charge analysis, in e, for atoms 1 through 4: -0.65, 0.00, -0.43, -0.24

***

No. 4
Computed, not measured: a structure of composition C21H14N3O7SbSe4Ti at a distorted geometry, with ωB97M-V/def2-TZVPD.

The geometry in XYZ format:
```
51
C21H14N3O7SbSe4Ti, DFT ωB97M-V/def2-TZVPD
Ti 0.765 0.595 -0.771
O -1.624 3.520 2.824
C -0.815 4.367 2.160
C -0.887 5.721 2.479
C -0.108 6.641 1.805
C 0.755 6.238 0.792
C 0.866 4.893 0.498
C 0.106 3.944 1.182
C 0.334 2.522 0.897
O 1.390 2.166 0.257
N -0.514 1.616 1.381
N 0.009 0.396 1.039
C -0.184 -0.739 1.585
C 0.685 -1.838 1.203
C 0.472 -3.104 1.761
C 1.356 -4.140 1.563
C 2.499 -3.918 0.797
C 2.736 -2.683 0.233
C 1.842 -1.613 0.398
O 2.125 -0.447 -0.159
H -1.443 2.608 2.491
H -1.579 6.021 3.257
H -0.175 7.690 2.073
H 1.320 6.960 0.219
H 1.534 4.555 -0.283
H -0.915 -0.877 2.380
H -0.425 -3.259 2.350
H 1.162 -5.113 1.994
H 3.204 -4.723 0.633
H 3.618 -2.501 -0.367
O 0.668 -0.742 -2.205
C -0.485 -0.945 -1.678
O -1.040 0.108 -1.153
C -1.027 -2.257 -1.480
C -0.263 -3.393 -1.840
C -0.665 -4.645 -1.472
C -1.865 -4.820 -0.743
C -2.658 -3.694 -0.423
C -2.245 -2.443 -0.788
N -2.248 -6.090 -0.324
O -1.527 -7.076 -0.620
O -3.306 -6.219 0.343
H 0.661 -3.244 -2.382
H -0.078 -5.521 -1.702
H -3.580 -3.847 0.119
H -2.829 -1.566 -0.539
Se -1.191 4.417 -5.256
Sb 0.835 4.080 -3.927
Se 2.802 3.953 -5.380
Se 1.258 6.297 -2.903
Se 0.675 2.150 -2.319
```

Results
Multiplicity: 3
Gap between HOMO and LUMO (spin up / spin down), eV: 4.7 / 5.1
Total charge: -2
Highest occupied orbital energy (spin up / spin down), eV: -1.37 / -2.69

Results of the natural (NBO) charge analysis, in e, for atoms 1 through 4: 1.11, -0.71, 0.44, -0.32

***

Calculated E (Eh), listed in the same order as above: -1992.1708; -3233.1509; -1181.3131; -12195.1613